[1]
Entry from OMol25: 20 unconnected molecules or ions with the total composition C49H120F3N13O27 (ωB97M-V with the def2-TZVPD basis set).

CARTESIAN COORDINATES (ANGSTROEM)
C -1.518 -1.588 -0.206
C -0.355 -0.611 -0.118
C 0.374 -0.543 -1.494
C 1.240 0.675 -1.688
C 0.505 1.973 -1.466
C -0.162 2.132 -0.051
N -0.957 0.803 0.225
O -1.789 0.828 1.323
C -1.256 3.254 -0.008
C 0.903 2.390 1.019
C 0.655 -1.026 1.001
H -2.033 -1.640 0.753
H -1.228 -2.601 -0.486
H -2.274 -1.281 -0.929
H -0.350 -0.609 -2.307
H 0.977 -1.447 -1.579
H 1.685 0.738 -2.681
H 2.136 0.693 -1.067
H -0.277 2.008 -2.224
H 1.029 2.850 -1.845
H -1.857 3.316 -0.915
H -0.786 4.236 0.063
H -1.947 3.167 0.831
H 1.690 3.066 0.683
H 1.296 1.462 1.434
H 0.534 2.961 1.871
H 0.842 -2.097 0.928
H 0.287 -0.745 1.987
H 1.664 -0.624 0.905
C 6.910 -2.968 7.104
O 7.670 -3.787 8.010
O 6.284 -3.828 6.137
C 5.983 -1.889 7.858
F 5.614 -0.769 7.101
F 4.799 -2.352 8.300
F 6.590 -1.352 8.923
C 8.838 -3.236 8.616
C 9.459 -4.396 9.492
H 9.960 -5.131 8.862
H 10.099 -4.019 10.290
H 8.581 -4.861 9.939
H 8.646 -2.506 9.402
H 9.448 -2.799 7.825
H 7.600 -2.454 6.436
C -9.998 0.352 1.217
C -9.873 1.822 1.074
O -8.609 2.174 0.645
O -9.944 -0.341 -0.044
H -10.892 0.082 1.779
H -9.119 0.136 1.825
H -10.088 2.401 1.972
H -10.644 2.072 0.345
H -8.417 1.748 -0.194
H -10.852 -0.574 -0.253
C -6.040 -9.291 5.027
C -5.592 -10.732 4.851
O -6.392 -11.255 3.845
O -5.458 -8.388 4.003
H -5.825 -8.924 6.030
H -7.129 -9.250 5.069
H -5.635 -11.367 5.737
H -4.578 -10.798 4.458
H -5.798 -11.710 3.244
H -6.194 -7.949 3.570
C 7.880 -5.186 -1.237
C 8.258 -5.436 -2.703
O 9.009 -4.427 -3.177
O 6.998 -4.143 -0.976
H 8.713 -5.144 -0.536
H 7.304 -6.087 -1.023
H 7.373 -5.626 -3.311
H 8.870 -6.332 -2.811
H 8.402 -3.691 -3.072
H 6.875 -4.194 -0.025
C 1.112 -7.872 6.146
C 0.995 -8.209 4.590
O 2.136 -7.923 3.840
O 1.149 -6.500 6.303
H 1.992 -8.384 6.535
H 0.164 -8.165 6.597
H 0.096 -7.774 4.153
H 1.003 -9.284 4.412
H 2.620 -7.175 4.198
H 1.909 -6.131 5.847
C 8.813 2.725 -3.988
C 8.267 4.138 -3.875
O 7.373 4.278 -2.712
O 7.658 1.865 -4.094
H 9.359 2.435 -3.090
H 9.489 2.733 -4.842
H 7.605 4.486 -4.668
H 8.987 4.951 -3.786
H 7.022 5.171 -2.684
H 7.164 1.990 -3.280
C 5.058 10.161 -0.662
C 6.477 10.414 -0.109
O 7.148 9.359 0.537
O 5.097 9.283 -1.712
H 4.621 11.063 -1.091
H 4.486 9.716 0.152
H 6.340 11.266 0.557
H 7.114 10.889 -0.855
H 8.072 9.601 0.631
H 4.224 9.325 -2.109
O -0.363 8.657 -4.121
C -1.027 9.217 -5.009
N -0.440 9.822 -6.045
C -2.525 9.271 -4.869
H 0.569 9.840 -6.028
H -0.922 10.442 -6.680
H -3.013 10.107 -5.371
H -2.765 9.307 -3.806
H -3.011 8.440 -5.380
O -2.712 -6.410 -5.427
C -3.044 -6.079 -6.577
N -4.102 -5.480 -6.882
C -2.031 -6.355 -7.711
H -4.752 -5.410 -6.112
H -4.497 -5.289 -7.792
H -2.327 -6.016 -8.704
H -1.896 -7.436 -7.720
H -0.980 -6.103 -7.571
O -7.176 -2.831 7.284
C -6.239 -2.086 6.941
N -6.449 -0.822 6.717
C -4.805 -2.536 6.955
H -7.409 -0.516 6.640
H -5.668 -0.230 6.471
H -4.560 -3.060 7.878
H -4.231 -1.609 6.954
H -4.484 -2.976 6.011
O 2.639 -1.027 -9.340
C 3.814 -1.343 -9.284
N 4.636 -0.704 -10.141
C 4.343 -2.381 -8.352
H 4.220 0.059 -10.655
H 5.467 -1.185 -10.456
H 5.304 -2.037 -7.970
H 4.476 -3.347 -8.838
H 3.667 -2.542 -7.512
O 2.945 4.907 -11.621
C 2.865 5.803 -10.767
N 2.788 7.069 -11.194
C 2.848 5.477 -9.281
H 2.788 7.177 -12.198
H 2.978 7.780 -10.502
H 1.869 5.183 -8.902
H 3.249 6.283 -8.666
H 3.543 4.651 -9.126
O 4.201 7.586 7.239
C 4.922 7.489 6.273
N 4.373 7.834 5.071
C 6.295 6.951 6.290
H 5.028 7.963 4.314
H 3.482 8.291 4.941
H 6.866 7.782 6.705
H 6.708 6.838 5.288
H 6.287 5.973 6.772
O -3.882 -12.977 -0.744
C -3.651 -12.229 -1.663
N -3.572 -10.929 -1.490
C -3.285 -12.874 -2.981
H -3.361 -10.346 -2.287
H -3.703 -10.548 -0.564
H -2.432 -12.418 -3.483
H -4.158 -12.835 -3.632
H -3.288 -13.919 -2.671
O -9.286 8.764 -2.769
C -8.830 7.649 -2.589
N -8.109 7.365 -1.508
C -8.986 6.508 -3.588
H -7.990 6.409 -1.205
H -8.026 8.111 -0.832
H -9.600 6.843 -4.423
H -9.483 5.639 -3.155
H -8.018 6.231 -4.006
O 4.244 -11.181 -3.398
C 3.575 -10.393 -2.672
N 3.460 -10.606 -1.364
C 2.757 -9.289 -3.307
H 3.926 -11.387 -0.925
H 3.048 -9.932 -0.735
H 1.984 -9.830 -3.854
H 3.406 -8.736 -3.985
H 2.193 -8.758 -2.540
O -9.246 8.593 4.096
C -8.455 8.524 4.985
N -8.539 9.485 5.879
C -7.414 7.506 5.246
H -9.209 10.229 5.744
H -8.039 9.568 6.753
H -6.888 7.314 4.311
H -7.812 6.559 5.610
H -6.824 8.011 6.011
O -5.110 1.316 -3.920
C -5.577 1.002 -4.988
N -6.733 0.387 -5.037
C -4.835 1.298 -6.295
H -7.134 -0.139 -5.800
H -6.937 0.063 -4.102
H -5.213 2.238 -6.697
H -4.961 0.392 -6.887
H -3.779 1.469 -6.088
O -2.639 3.757 7.586
C -1.570 4.172 8.012
N -1.185 5.334 7.657
C -0.702 3.382 8.930
H -0.429 5.726 8.201
H -1.535 5.938 6.927
H -0.626 3.849 9.913
H 0.279 3.091 8.554
H -1.226 2.443 9.106

The LUMO energy is -4.7166 eV. The net charge is 0. For the orbital gap, the calculation gives 0.050 Eh. As for the largest force on an atom: 7.99 eV Å⁻¹.

Atomic partial charges in e from the Löwdin method, atoms 1 to 4: number 1, C, carries -0.036; number 2, C, carries -0.417; number 3, C, carries -0.128; number 4, C, carries -0.196

---

[2]
Entry from OMol25: 17 unconnected molecules or ions with the total composition C49H128N30O17 (ωB97M-V with the def2-TZVPD basis set).

CARTESIAN COORDINATES (ANGSTROEM)
C 2.608 3.279 3.062
O 2.978 2.285 3.673
N 2.336 3.153 1.714
N 2.357 4.579 3.473
H 2.392 2.205 1.342
H 1.964 3.914 1.198
H 2.892 5.031 4.226
H 1.904 5.136 2.777
C 0.425 -5.468 0.608
O 0.623 -6.653 0.920
N -0.275 -4.502 1.402
N 1.010 -4.851 -0.511
H -0.546 -4.692 2.355
H -0.209 -3.511 1.207
H 1.434 -5.331 -1.295
H 1.143 -3.834 -0.585
C 5.910 1.084 4.776
O 6.355 -0.109 4.525
N 4.945 1.456 5.716
N 6.511 2.166 4.217
H 4.378 2.273 5.455
H 4.461 0.719 6.212
H 7.010 1.955 3.361
H 6.134 3.099 4.144
C 5.866 -1.979 -2.973
O 5.478 -1.243 -3.854
N 6.515 -1.514 -1.829
N 5.734 -3.378 -2.943
H 6.475 -2.224 -1.108
H 6.359 -0.585 -1.381
H 5.242 -3.741 -3.725
H 5.667 -3.858 -2.008
C 0.400 -5.651 4.698
O 1.232 -5.003 5.327
N 0.803 -6.535 3.698
N -0.952 -5.502 4.911
H 0.039 -6.992 3.196
H 1.772 -6.563 3.365
H -1.658 -6.205 4.759
H -1.105 -4.754 5.590
C 3.609 -1.975 6.418
O 3.081 -0.905 6.038
N 4.956 -2.337 5.993
N 2.943 -3.045 6.966
H 5.569 -1.671 5.454
H 5.392 -3.135 6.465
H 2.957 -3.898 6.410
H 1.991 -2.837 7.202
C 3.557 1.629 -2.983
O 2.892 2.556 -2.429
N 2.835 0.606 -3.706
N 4.844 1.594 -3.304
H 1.844 0.457 -3.374
H 3.352 -0.255 -3.798
H 5.223 0.790 -3.669
H 5.421 2.314 -2.944
C -3.225 2.335 2.768
O -2.667 3.351 3.216
N -3.694 2.057 1.558
N -3.332 1.151 3.524
H -3.766 2.787 0.876
H -4.132 1.180 1.348
H -2.780 1.164 4.411
H -3.109 0.353 2.959
C -1.317 1.884 6.838
O -1.187 1.241 7.806
N -0.670 1.669 5.587
N -2.195 3.012 6.727
H 0.099 1.031 5.370
H -0.624 2.506 5.037
H -2.790 2.868 5.855
H -2.798 2.994 7.517
C 4.661 -5.279 0.672
O 5.419 -5.037 -0.299
N 3.816 -6.363 0.668
N 4.690 -4.451 1.805
H 3.905 -7.030 -0.071
H 3.755 -6.704 1.601
H 3.966 -4.582 2.496
H 5.500 -3.860 1.831
C 7.808 2.185 0.149
O 7.519 2.336 1.323
N 8.696 1.271 -0.309
N 7.169 2.896 -0.892
H 9.161 1.132 -1.185
H 9.147 0.639 0.381
H 6.573 3.701 -0.717
H 7.741 2.930 -1.789
C -1.438 -1.468 5.615
O -1.910 -1.734 4.535
N -2.288 -1.225 6.689
N -0.145 -1.623 5.936
H -1.804 -0.757 7.434
H -3.256 -0.936 6.557
H 0.553 -1.679 5.213
H 0.171 -1.163 6.787
C -0.415 6.007 1.782
O 0.003 7.152 1.643
N -0.110 4.985 0.929
N -1.269 5.661 2.853
H -0.858 4.326 0.887
H 0.300 5.233 0.038
H -1.948 4.919 2.744
H -1.637 6.474 3.324
C 4.555 0.313 0.661
C 3.194 -0.533 0.801
C 3.177 -0.929 2.227
C 1.876 -1.580 2.684
C 0.755 -0.618 2.530
C 0.592 -0.061 1.111
N 1.934 0.367 0.605
O 1.870 0.749 -0.739
C -0.010 -1.110 0.234
C -0.353 1.132 1.123
C 3.224 -1.711 -0.060
H 4.563 0.835 1.624
H 4.438 1.032 -0.158
H 5.412 -0.360 0.709
H 4.038 -1.573 2.433
H 3.446 -0.054 2.822
H 2.045 -1.763 3.765
H 1.723 -2.508 2.141
H 1.004 0.242 3.165
H -0.229 -1.019 2.874
H -0.136 -0.765 -0.785
H 0.669 -1.975 0.190
H -1.005 -1.467 0.572
H -0.001 1.934 1.737
H -0.417 1.512 0.082
H -1.363 0.812 1.380
H 2.441 -2.442 0.133
H 4.093 -2.280 0.177
H 3.126 -1.321 -1.048
H 2.280 1.607 -0.869
C -5.550 -3.091 1.323
C -4.809 -2.340 0.212
C -3.710 -3.204 -0.480
C -4.318 -4.228 -1.414
C -5.373 -3.638 -2.458
C -6.445 -2.731 -1.771
N -5.724 -1.808 -0.880
O -6.691 -0.922 -0.237
C -7.183 -1.889 -2.790
C -7.497 -3.622 -0.952
C -4.077 -1.157 0.789
H -6.275 -2.331 1.706
H -4.860 -3.148 2.148
H -5.903 -4.080 1.044
H -3.107 -2.544 -1.087
H -3.041 -3.586 0.273
H -4.860 -4.941 -0.764
H -3.543 -4.620 -2.096
H -6.034 -4.358 -2.907
H -4.740 -3.056 -3.158
H -7.660 -2.565 -3.519
H -8.024 -1.404 -2.361
H -6.501 -1.212 -3.320
H -8.090 -2.924 -0.318
H -8.093 -4.009 -1.757
H -7.152 -4.450 -0.365
H -4.796 -0.558 1.372
H -3.513 -0.672 -0.013
H -3.393 -1.580 1.536
H -6.563 -0.066 -0.658
C -2.422 3.553 -1.672
C -3.145 4.732 -2.327
C -2.549 6.040 -1.882
C -3.160 7.167 -2.740
C -2.707 6.891 -4.199
C -3.269 5.578 -4.808
N -2.891 4.507 -3.777
O -3.564 3.260 -4.192
C -4.749 5.768 -5.085
C -2.480 5.196 -6.129
C -4.586 4.675 -1.890
H -1.381 3.585 -2.017
H -2.905 2.613 -1.881
H -2.340 3.783 -0.626
H -2.679 6.234 -0.813
H -1.477 6.096 -1.916
H -2.860 8.168 -2.363
H -4.273 7.128 -2.635
H -1.634 6.739 -4.146
H -2.737 7.755 -4.827
H -5.221 4.802 -5.165
H -5.287 6.485 -4.431
H -4.747 6.255 -6.048
H -1.424 5.094 -5.859
H -2.898 4.274 -6.578
H -2.598 6.025 -6.850
H -5.141 3.899 -2.392
H -5.138 5.558 -2.199
H -4.740 4.575 -0.778
H -2.825 2.615 -4.226
C 1.517 -2.348 -3.657
C 0.236 -2.081 -4.469
C -1.011 -2.266 -3.575
C -2.251 -1.508 -4.186
C -1.988 -0.108 -4.561
C -0.779 0.117 -5.473
N 0.336 -0.672 -4.898
O 1.452 -0.560 -5.765
C -1.285 -0.284 -6.895
C -0.402 1.580 -5.397
C 0.176 -3.085 -5.655
H 1.543 -3.380 -3.350
H 1.426 -1.702 -2.803
H 2.410 -2.073 -4.252
H -1.224 -3.337 -3.482
H -0.830 -1.838 -2.593
H -3.059 -1.634 -3.499
H -2.523 -2.099 -5.072
H -1.809 0.474 -3.629
H -2.839 0.344 -5.098
H -0.520 -0.068 -7.691
H -1.694 -1.281 -7.076
H -2.131 0.356 -7.117
H -1.285 2.124 -5.733
H -0.216 1.802 -4.333
H 0.412 1.732 -6.118
H 0.451 -4.089 -5.268
H 0.774 -2.707 -6.519
H -0.874 -3.228 -5.868
H 2.036 -0.039 -5.199

The LUMO energy is 0.2143 eV. The calculation puts the relative energy (zero: lowest compared OMol25 entry of this formula, charge and spin) at 0.0 kJ/mol. The net charge is 0. For the orbital gap, the calculation gives 0.321 Eh. As for the largest force on an atom: 4.88 eV Å⁻¹.

Atomic partial charges in e from the Löwdin method, atoms 1 to 4: number 1, C, carries -0.624; number 2, O, carries 0.009; number 3, N, carries 0.161; number 4, N, carries 0.159

---

Question: What is the formula in the first record?
Answer: C49H120F3N13O27

---

Question: The lowest orbital gap belongs to which entry?
Answer: C49H120F3N13O27

---

Question: Which value of net charge does entry 1 give?
Answer: 0